This record from the Open Molecules 2025 dataset describes C39H32I2N3O2SbTl as an isolated structure. The level of theory is ωB97M-V/def2-TZVPD.

The geometry in XYZ format:
```
80
Properties=species:S:1:pos:R:3:mulliken_charge:R:1
Tl -0.15 -0.72 -0.21 1.0952
I 1.73 -5.89 -1.91 0.1892
C 2.43 -4.04 -2.52 -0.6452
C 3.33 -3.95 -3.57 -0.3969
C 3.81 -2.72 -3.97 -0.2887
I 5.15 -2.70 -5.56 0.1718
C 3.41 -1.50 -3.33 1.4057
C 3.89 -0.22 -3.68 -0.5315
C 3.43 0.89 -3.00 -1.4170
C 2.47 0.71 -2.00 -0.6056
N 2.01 -0.47 -1.65 -0.0936
C 2.48 -1.57 -2.28 -0.2216
C 1.98 -2.87 -1.80 0.7570
O 1.23 -2.90 -0.81 -0.5576
H 3.65 -4.85 -4.08 0.3707
H 4.61 -0.11 -4.47 0.2323
H 3.80 1.88 -3.24 0.5121
H 2.08 1.57 -1.46 1.0700
O 0.35 1.72 0.82 -1.2236
C 0.98 2.75 0.23 1.9644
C 2.03 3.40 0.90 -0.5741
C 2.74 4.42 0.30 -0.6572
C 2.42 4.83 -0.99 -1.3808
C 1.39 4.21 -1.66 -1.6208
C 0.64 3.18 -1.08 0.9017
C -0.48 2.58 -1.83 0.5880
N -1.15 1.48 -1.55 0.1747
C -2.11 1.33 -2.54 -0.8636
C -2.04 2.36 -3.42 -0.5066
N -1.00 3.15 -2.96 -0.0649
H 2.27 3.06 1.90 0.2215
H 3.55 4.89 0.84 0.4660
H 2.98 5.63 -1.47 0.4368
H 1.16 4.54 -2.67 0.3647
H -2.80 0.49 -2.54 0.4136
H -2.61 2.60 -4.30 0.4841
H -0.71 4.02 -3.36 0.1637
C -1.33 4.90 0.69 -1.1603
C -0.85 4.94 2.13 0.7612
C -0.48 6.17 2.68 -0.5943
C -0.12 6.29 4.01 -0.7518
C -0.14 5.17 4.84 -0.8788
C -0.49 3.94 4.31 -0.7605
C -0.82 3.82 2.96 1.1579
Sb -1.36 1.89 2.25 1.3228
C -3.40 1.87 3.03 0.5527
C -3.53 1.55 4.38 -0.1645
C -4.78 1.64 4.98 -0.7710
C -5.87 2.04 4.22 -0.7597
C -5.72 2.35 2.87 -0.7788
C -4.48 2.28 2.25 0.2790
C -4.32 2.63 0.78 -1.0527
C -0.35 0.53 3.53 1.5372
C 0.86 0.95 4.09 -0.8571
C 1.60 0.10 4.90 -1.1833
C 1.13 -1.19 5.13 -0.7311
C -0.05 -1.62 4.55 -0.8607
C -0.81 -0.78 3.74 0.3689
C -2.07 -1.33 3.09 -1.0310
H -0.62 5.42 0.04 0.4401
H -2.29 5.40 0.60 0.6415
H -1.44 3.88 0.32 -0.6022
H -0.50 7.05 2.05 0.4561
H 0.16 7.26 4.41 0.4072
H 0.12 5.26 5.89 0.4522
H -0.52 3.07 4.97 0.4597
H -2.67 1.23 4.97 0.3636
H -4.90 1.40 6.03 0.4362
H -6.85 2.11 4.68 0.3955
H -6.59 2.66 2.29 0.4167
H -5.28 2.87 0.32 0.4905
H -3.88 1.79 0.22 0.2237
H -3.66 3.49 0.66 0.0612
H 1.23 1.95 3.91 0.3835
H 2.53 0.43 5.34 0.4556
H 1.70 -1.87 5.77 0.4234
H -0.40 -2.63 4.73 0.4192
H -2.36 -2.28 3.56 0.4617
H -1.91 -1.54 2.03 0.0772
H -2.91 -0.65 3.17 0.1590
```

* net charge: +1
* multiplicity: 1
* Kohn-Sham gap (alpha / beta): 6.96 / 4.60 eV
* energy above the lowest of the compared OMol25 structures with the same formula, charge and spin: 0.0 kcal/mol
* molecular weight: 1154.65 g/mol
* lowest unoccupied orbital energy (alpha / beta): -3.547 / -4.917 eV



This record from the Open Molecules 2025 dataset describes C39H32N3O6P2Sn as an isolated structure. The level of theory is ωB97M-V/def2-TZVPD.

The geometry in XYZ format:
```
83
Properties=species:S:1:pos:R:3:mulliken_charge:R:1
Sn -1.27 1.65 -0.60 0.9101
C 0.49 0.71 2.83 -1.7558
N 1.72 0.80 2.06 0.6571
C 1.92 -0.23 1.06 -1.7834
P 1.32 0.38 -0.62 1.2145
C 1.88 -0.87 -1.80 0.7329
C 2.14 -2.18 -1.40 -0.8086
C 2.56 -3.12 -2.32 -0.6554
C 2.71 -2.77 -3.66 -0.5957
C 2.41 -1.48 -4.07 -0.8657
C 1.98 -0.53 -3.16 -0.6298
C 2.41 1.82 -0.89 0.4887
C 2.00 3.05 -0.36 -0.2929
C 2.78 4.19 -0.53 -0.8438
C 3.96 4.11 -1.25 -0.5857
C 4.38 2.89 -1.77 -0.7885
C 3.62 1.75 -1.57 -0.1726
C 2.85 1.34 2.72 0.9711
C 4.06 1.52 2.05 -0.0138
C 5.16 2.07 2.69 -0.9093
C 5.08 2.47 4.02 -0.5748
C 3.88 2.29 4.69 -0.7953
C 2.78 1.73 4.06 -0.6987
P -1.01 0.35 1.80 1.4050
C -2.36 1.21 2.68 0.9718
C -2.25 2.60 2.77 -0.5533
C -3.29 3.35 3.30 -0.8303
C -4.45 2.72 3.71 -0.5562
C -4.57 1.35 3.60 -0.7753
C -3.53 0.59 3.08 -0.5919
C -1.28 -1.43 2.04 0.0064
C -1.31 -2.28 0.94 0.2256
C -1.50 -3.64 1.12 -0.7106
C -1.65 -4.15 2.39 -0.6072
C -1.61 -3.31 3.50 -0.8636
C -1.42 -1.95 3.33 -0.5580
H 0.31 1.67 3.32 0.8809
H 0.55 -0.06 3.61 0.6739
H 1.36 -1.13 1.32 0.5236
H 2.97 -0.50 0.96 1.0047
H 2.02 -2.46 -0.36 0.3271
H 2.78 -4.13 -2.00 0.4588
H 3.04 -3.50 -4.38 0.4189
H 2.50 -1.21 -5.12 0.4629
H 1.74 0.47 -3.48 0.5299
H 1.09 3.10 0.23 0.0418
H 2.45 5.13 -0.11 0.4578
H 4.56 5.00 -1.40 0.4266
H 5.31 2.83 -2.32 0.4520
H 3.98 0.80 -1.95 0.5079
H 4.16 1.25 1.01 0.2096
H 6.08 2.20 2.14 0.4212
H 5.93 2.90 4.51 0.4051
H 3.79 2.59 5.73 0.3920
H 1.88 1.59 4.65 0.4007
H -1.33 3.09 2.45 0.2069
H -3.19 4.43 3.37 0.4436
H -5.27 3.31 4.11 0.4024
H -5.49 0.85 3.91 0.4334
H -3.64 -0.48 2.98 0.4064
H -1.19 -1.86 -0.06 0.1847
H -1.53 -4.29 0.26 0.5148
H -1.81 -5.21 2.53 0.4247
H -1.72 -3.71 4.50 0.4252
H -1.40 -1.29 4.19 0.4806
O -5.10 0.28 -1.28 -0.5588
C -3.99 0.05 -1.66 -0.0539
O -2.90 0.52 -1.07 -0.5619
C -3.69 -0.84 -2.83 0.3505
C -2.51 -1.56 -2.88 0.6608
C -2.22 -2.33 -3.99 -0.3482
C -3.08 -2.39 -5.08 -0.5016
C -4.25 -1.65 -5.01 -0.2609
C -4.58 -0.89 -3.90 -0.5529
N -5.15 -1.64 -6.18 1.0332
O -4.89 -2.40 -7.09 -0.5949
O -6.10 -0.89 -6.13 -0.5919
N -0.96 -3.08 -4.03 0.9219
O -0.80 -3.89 -4.92 -0.6109
O -0.15 -2.84 -3.14 -0.4034
H -1.81 -1.53 -2.06 0.1462
H -2.85 -2.99 -5.95 0.6279
H -5.51 -0.35 -3.87 0.6134
```

* net charge: +1
* multiplicity: 1
* Kohn-Sham gap: 7.10 eV
* energy above the lowest of the compared OMol25 structures with the same formula, charge and spin: 15.0 kcal/mol
* molecular weight: 819.36 g/mol
* lowest unoccupied orbital energy: -3.642 eV



This record from the Open Molecules 2025 dataset describes C39H32N3OP2Sc as an isolated structure in a non-equilibrium geometry. The level of theory is ωB97M-V/def2-TZVPD.

The geometry in XYZ format:
```
78
Properties=species:S:1:pos:R:3:mulliken_charge:R:1
Sc 0.75 0.02 0.27 -0.9993
P -0.13 2.38 -0.24 2.0193
C -0.88 0.14 1.69 0.5431
O -1.41 0.15 2.73 -0.1342
P -0.14 -2.36 -0.08 1.8912
C -0.09 3.36 1.31 0.4875
C -1.59 3.05 -1.09 0.2262
C 1.32 2.98 -1.19 0.9674
C 1.45 -3.23 -0.40 0.1855
C -0.75 -3.26 1.40 0.1614
C -1.25 -2.94 -1.42 0.3045
C 1.00 4.17 1.67 -0.3469
C 0.99 4.84 2.89 -0.7320
C -0.09 4.73 3.77 -0.5754
C -1.16 3.91 3.41 -0.9073
C -1.17 3.23 2.20 -0.3290
H 1.86 4.26 1.01 0.4238
H 1.83 5.48 3.16 0.4371
H -0.10 5.27 4.72 0.4224
H -2.01 3.79 4.10 0.4259
H -2.01 2.59 1.94 0.6236
C 2.60 2.48 -0.85 -0.4876
C 3.74 2.97 -1.51 -0.8878
C 3.62 3.94 -2.52 -0.6407
C 2.35 4.41 -2.86 -0.7255
C 1.21 3.93 -2.21 -0.6158
H 2.76 1.74 -0.06 0.4060
H 4.73 2.59 -1.24 0.4579
H 4.52 4.32 -3.02 0.4212
H 2.25 5.16 -3.65 0.4397
H 0.22 4.30 -2.50 0.4242
C -2.05 4.35 -0.84 -0.1514
C -3.17 4.84 -1.51 -0.6910
C -3.84 4.05 -2.44 -0.5726
C -3.38 2.75 -2.70 -0.6717
C -2.26 2.25 -2.03 -0.4860
H -1.54 4.98 -0.10 0.4817
H -3.52 5.85 -1.30 0.4296
H -4.72 4.44 -2.97 0.4117
H -3.90 2.13 -3.43 0.4281
H -1.91 1.23 -2.24 0.3419
C -1.97 -3.95 1.44 -0.4254
C -2.41 -4.53 2.63 -0.7007
C -1.66 -4.41 3.81 -0.6401
C -0.46 -3.71 3.77 -0.8281
C 0.02 -3.16 2.58 -0.1519
H -2.59 -4.02 0.55 0.3813
H -3.35 -5.07 2.65 0.4399
H -2.01 -4.86 4.74 0.4189
H 0.12 -3.57 4.69 0.4676
H 0.96 -2.62 2.58 0.5247
C 2.48 -2.55 -1.08 -0.0291
C 3.71 -3.18 -1.30 -0.7758
C 3.94 -4.48 -0.86 -0.6103
C 2.92 -5.15 -0.17 -0.6845
C 1.69 -4.53 0.06 -0.1440
H 2.34 -1.53 -1.46 0.1759
H 4.50 -2.64 -1.83 0.4006
H 4.91 -4.97 -1.05 0.4183
H 3.10 -6.17 0.18 0.4361
H 0.93 -5.07 0.62 0.4942
C -0.98 -4.08 -2.19 -0.3030
C -1.88 -4.49 -3.17 -0.6856
C -3.05 -3.77 -3.42 -0.6081
C -3.31 -2.62 -2.67 -0.6545
C -2.42 -2.20 -1.68 -0.3268
H -0.05 -4.64 -2.03 0.3924
H -1.67 -5.39 -3.76 0.4284
H -3.76 -4.10 -4.18 0.4101
H -4.22 -2.04 -2.86 0.4357
H -2.62 -1.29 -1.11 0.4089
H 3.25 -0.08 -3.61 -0.1188
H 2.64 -0.09 -4.05 0.1239
N 2.11 -0.19 1.87 -0.3656
C 1.86 -0.24 3.04 0.7724
N 1.76 -0.38 4.27 -0.5753
C 0.88 0.08 5.13 0.5926
N 0.15 0.43 5.98 -0.5009
```

* net charge: +2
* multiplicity: 1
* Kohn-Sham gap: 6.47 eV
* molecular weight: 665.61 g/mol
* lowest unoccupied orbital energy: -7.932 eV



This record from the Open Molecules 2025 dataset describes C39H33AsBrF6N5O5SSeW as an isolated structure in a non-equilibrium geometry. The level of theory is ωB97M-V/def2-TZVPD.

The geometry in XYZ format:
```
93
Properties=species:S:1:pos:R:3:mulliken_spin:R:1
W 0.42 -0.72 0.40 0.9302
C 0.14 3.64 -0.59 -0.0031
C -0.05 2.42 0.08 0.0303
N 0.75 1.39 -0.10 -0.0069
C 1.81 1.50 -0.97 0.0173
C 2.03 2.65 -1.71 0.0007
C 1.16 3.75 -1.50 0.0092
C 3.11 2.66 -2.63 -0.0215
C 3.90 1.55 -2.75 0.0057
C 3.69 0.40 -1.96 -0.0151
C 2.67 0.38 -1.04 0.0296
N 2.34 -0.65 -0.13 -0.0538
C 3.33 -1.30 0.61 0.0535
C 4.70 -1.21 0.50 -0.0492
C 5.54 -1.96 1.34 0.0120
C 5.02 -2.77 2.32 -0.0381
C 3.62 -2.78 2.54 0.0074
C 3.01 -3.46 3.61 0.0080
C 1.67 -3.29 3.83 -0.0001
C 0.93 -2.47 2.98 0.0028
N 1.47 -1.85 1.93 0.0346
C 2.81 -2.02 1.70 -0.0017
H -0.52 4.47 -0.38 0.0008
H -0.87 2.29 0.76 0.0059
H 1.32 4.66 -2.05 -0.0008
H 3.30 3.54 -3.22 -0.0004
H 4.71 1.54 -3.46 0.0001
H 4.31 -0.47 -2.11 -0.0005
H 5.16 -0.55 -0.23 -0.0022
H 6.61 -1.88 1.21 0.0001
H 5.67 -3.35 2.96 -0.0008
H 3.61 -4.07 4.27 0.0004
H 1.16 -3.78 4.65 0.0006
H -0.12 -2.30 3.16 -0.0029
O -3.45 1.06 5.05 0.0035
C -2.60 0.63 4.13 0.0084
C -1.24 0.94 4.10 0.0023
C -0.49 0.46 3.06 0.0312
N -0.98 -0.32 2.06 -0.0137
C -2.29 -0.67 2.13 0.0164
Br -3.09 -1.90 0.95 0.0019
C -3.11 -0.21 3.13 -0.0046
H -3.01 1.63 5.70 -0.0002
H -0.76 1.56 4.85 0.0003
H 0.56 0.70 3.00 -0.0094
H -4.15 -0.51 3.16 -0.0001
C -6.11 3.48 -1.55 -0.0001
C -4.99 3.21 -2.51 0.0002
C -5.24 2.82 -3.82 0.0000
C -4.20 2.59 -4.72 0.0000
C -2.89 2.75 -4.29 0.0002
C -2.61 3.16 -2.99 -0.0009
C -3.66 3.38 -2.11 0.0004
S -1.56 2.38 -5.39 0.0000
O -2.02 2.64 -6.72 0.0000
O -0.38 2.97 -4.83 0.0000
N -1.33 0.76 -5.34 0.0000
C -0.69 0.12 -4.20 0.0039
C -1.65 -0.25 -3.05 -0.0011
C -0.90 -0.38 -1.78 -0.0092
O 0.32 -0.71 -1.75 -0.0163
O -1.39 -0.12 -0.64 -0.0013
H -7.08 3.26 -2.00 0.0000
H -6.11 4.52 -1.24 0.0000
H -6.01 2.86 -0.66 0.0000
H -6.26 2.70 -4.16 0.0000
H -4.40 2.30 -5.74 0.0000
H -1.59 3.30 -2.69 0.0004
H -3.45 3.71 -1.10 0.0000
H -2.00 0.24 -5.89 0.0000
H 0.06 0.82 -3.84 -0.0014
H -0.15 -0.75 -4.55 -0.0004
H -2.15 -1.21 -3.23 0.0006
H -2.42 0.50 -2.91 -0.0009
F 2.27 0.85 2.22 0.0070
As 2.81 2.43 2.83 0.0027
F 4.37 1.74 3.10 0.0001
F 2.26 1.90 4.40 0.0003
F 3.28 3.96 3.43 0.0000
F 1.18 3.00 2.51 0.0006
F 3.24 2.84 1.20 0.0003
Se 0.16 -3.10 -0.48 0.0132
C -0.11 -4.50 0.79 -0.0011
C 0.65 -5.65 0.53 0.0013
C 0.55 -6.76 1.35 -0.0028
C -0.30 -6.75 2.44 0.0049
C -1.07 -5.62 2.70 -0.0020
C -0.97 -4.51 1.88 0.0107
H 1.33 -5.67 -0.32 0.0001
H 1.15 -7.64 1.13 -0.0001
H -0.38 -7.62 3.08 0.0002
H -1.75 -5.61 3.54 -0.0002
H -1.61 -3.66 2.08 0.0030
```

* <S²>: 0.798
* net charge: +1
* multiplicity: 2
* Kohn-Sham gap (alpha / beta): 5.34 / 6.09 eV
* energy above the lowest of the compared OMol25 structures with the same formula, charge and spin: 18.1 kcal/mol
* molecular weight: 1215.40 g/mol
* lowest unoccupied orbital energy (alpha / beta): -5.036 / -4.489 eV



This record from the Open Molecules 2025 dataset describes C39H33AsBrF6N5O5SSeW as an isolated structure in a non-equilibrium geometry. The level of theory is ωB97M-V/def2-TZVPD.

The geometry in XYZ format:
```
93
Properties=species:S:1:pos:R:3:mulliken_spin:R:1
W -0.14 -0.28 0.21 0.1414
C -1.76 3.17 2.82 -0.0026
C -1.12 2.00 2.37 0.0012
N -0.94 1.71 1.11 0.0031
C -1.38 2.60 0.20 -0.0055
C -2.08 3.77 0.54 -0.0007
C -2.25 4.05 1.91 0.0033
C -2.59 4.59 -0.49 0.0061
C -2.39 4.24 -1.79 -0.0062
C -1.64 3.09 -2.12 0.0089
C -1.11 2.31 -1.14 -0.0047
N -0.28 1.20 -1.32 0.0250
C 0.66 1.23 -2.34 0.0046
C 1.04 2.30 -3.10 -0.0006
C 1.98 2.15 -4.14 0.0009
C 2.56 0.95 -4.39 0.0025
C 2.27 -0.15 -3.56 0.0015
C 2.88 -1.40 -3.68 -0.0052
C 2.52 -2.39 -2.82 0.0242
C 1.60 -2.12 -1.80 0.0546
N 1.05 -0.95 -1.63 -0.0190
C 1.34 0.02 -2.52 0.0025
H -1.86 3.34 3.88 -0.0005
H -0.73 1.30 3.10 -0.0003
H -2.77 4.94 2.22 0.0000
H -3.16 5.47 -0.24 0.0004
H -2.82 4.84 -2.58 -0.0001
H -1.51 2.81 -3.16 -0.0007
H 0.63 3.28 -2.89 -0.0005
H 2.25 3.01 -4.74 0.0001
H 3.28 0.84 -5.19 0.0004
H 3.62 -1.58 -4.46 -0.0001
H 2.96 -3.37 -2.87 -0.0005
H 1.29 -2.90 -1.13 -0.0740
O -0.35 -1.83 5.58 -0.0002
C -0.69 -1.58 4.31 -0.0035
C -1.87 -2.11 3.72 0.0057
C -2.13 -1.87 2.40 0.0137
N -1.26 -1.10 1.75 0.0202
C -0.20 -0.60 2.29 0.0323
Br 2.05 1.05 0.60 0.0003
C 0.18 -0.80 3.57 -0.0012
H -1.01 -2.38 6.02 0.0000
H -2.56 -2.71 4.30 0.0002
H -2.99 -2.26 1.88 -0.0153
H 1.10 -0.40 4.00 0.0000
C -1.41 -7.80 -0.10 0.0000
C 0.00 -7.28 -0.17 0.0040
C 0.96 -7.67 0.75 -0.0007
C 2.26 -7.20 0.68 0.0008
C 2.61 -6.32 -0.34 -0.0026
C 1.67 -5.93 -1.29 0.0091
C 0.37 -6.40 -1.19 -0.0036
S 4.25 -5.68 -0.41 0.0000
O 5.17 -6.75 -0.22 0.0000
O 4.30 -4.82 -1.56 0.0000
N 4.41 -4.72 0.89 -0.0001
C 3.64 -3.48 1.05 -0.0001
C 2.29 -3.70 1.77 0.0076
C 1.06 -3.03 1.16 -0.0255
O 0.03 -3.65 1.03 -0.0015
O 1.29 -1.76 0.82 -0.0297
H -1.57 -8.41 0.79 0.0001
H -1.64 -8.41 -0.98 0.0000
H -2.13 -6.97 -0.08 -0.0001
H 0.69 -8.36 1.55 0.0001
H 3.01 -7.53 1.39 0.0000
H 1.97 -5.27 -2.10 0.0009
H -0.37 -6.09 -1.92 -0.0061
H 4.65 -5.24 1.73 -0.0001
H 3.49 -3.06 0.06 0.0018
H 4.25 -2.76 1.59 0.0003
H 2.35 -3.32 2.79 0.0008
H 2.06 -4.75 1.80 -0.0011
F -2.50 0.11 -0.20 -0.0827
As -4.35 0.32 -0.10 0.0033
F -4.32 -0.94 1.07 -0.0020
F -4.41 -0.85 -1.34 0.0044
F -6.03 0.51 -0.02 0.0000
F -4.15 1.55 -1.27 0.0005
F -4.04 1.45 1.14 -0.0002
Se -1.47 -2.22 -1.11 0.8973
C -1.55 -1.61 -2.90 0.0253
C -1.14 -2.50 -3.89 0.0113
C -1.21 -2.12 -5.22 -0.0097
C -1.72 -0.88 -5.57 0.0392
C -2.15 0.00 -4.58 -0.0123
C -2.05 -0.35 -3.24 -0.0208
H -0.76 -3.48 -3.61 -0.0140
H -0.88 -2.81 -5.99 0.0001
H -1.81 -0.60 -6.61 0.0010
H -2.57 0.96 -4.85 -0.0002
H -2.41 0.32 -2.47 -0.0067
```

* <S²>: 0.758
* net charge: +1
* multiplicity: 2
* Kohn-Sham gap (alpha / beta): 5.92 / 4.81 eV
* energy above the lowest of the compared OMol25 structures with the same formula, charge and spin: 56.8 kcal/mol
* molecular weight: 1215.40 g/mol
* lowest unoccupied orbital energy (alpha / beta): -4.588 / -5.673 eV